Entry 1:
The following is a DFT calculation (ωB97M-V/def2-TZVPD) of the molecule C28H31N3O6 in a non-equilibrium geometry.

The geometry in XYZ format:
```
68
Properties=species:S:1:pos:R:3:mulliken_charge:R:1
O -2.471 -1.870 -1.603 -0.195
O 1.070 1.613 1.830 -0.179
O 1.668 -0.857 -0.992 -0.821
O 1.401 3.274 -1.570 -0.743
O -0.101 -1.651 3.113 -0.686
O 3.528 1.632 -3.916 -0.329
N 1.205 1.241 -2.563 -0.104
N 1.692 -1.020 1.887 -0.033
N -0.414 -0.935 -0.126 1.121
C -1.251 -3.037 0.849 -0.136
C -3.350 2.356 2.069 -1.531
C 0.105 0.795 -1.750 -0.991
C -1.703 -0.353 0.015 -0.816
C 3.933 3.672 -3.110 -0.489
C 2.698 3.096 2.622 -0.653
C -4.224 0.689 0.391 -1.145
C 0.474 -1.573 2.049 0.106
C 4.665 2.079 -4.462 -0.431
C -2.337 -2.731 1.660 -0.120
C -3.416 -4.779 1.017 -0.476
C -1.897 0.688 0.901 0.477
C 4.967 3.327 -4.006 -0.448
C -2.334 -5.093 0.213 -0.786
C -4.041 -0.347 -0.511 -0.839
C -0.083 -2.103 0.707 0.371
C -1.259 -4.227 0.132 -0.102
C -3.529 -2.563 -2.219 -1.183
C 1.492 2.959 1.699 -0.238
C -3.163 1.229 1.100 -0.045
C 2.282 -0.182 2.906 -1.405
C 0.531 -0.409 -0.919 1.038
C -2.777 -0.879 -0.720 0.214
C 2.266 2.217 3.796 -0.813
C 1.459 1.108 3.105 0.465
C -3.411 -3.601 1.743 -0.978
C 3.074 2.603 -3.088 0.403
C 1.833 2.416 -2.321 0.326
H -2.329 -6.013 -0.354 0.421
H -4.096 -1.914 -2.896 0.364
H -5.220 1.082 0.537 0.389
H -0.418 -4.474 -0.502 0.372
H -2.339 -1.822 2.239 0.481
H -4.203 -3.000 -1.477 0.427
H 0.684 3.630 2.027 0.272
H 5.167 1.429 -5.152 0.466
H 5.816 3.923 -4.273 0.446
H -0.755 0.530 -2.373 0.045
H -4.259 -5.453 1.080 0.395
H 3.822 4.578 -2.552 0.542
H 2.031 -0.895 0.940 0.327
H -4.250 -3.352 2.377 0.412
H -4.391 2.664 2.115 0.405
H -4.894 -0.734 -1.045 0.499
H 1.699 3.147 0.644 0.073
H -0.171 1.621 -1.087 0.512
H 1.728 0.516 -3.034 0.376
H 2.307 -0.733 3.851 0.293
H -2.744 3.211 1.771 0.318
H 3.298 0.058 2.592 0.512
H 0.734 -2.616 0.185 0.751
H 1.627 2.783 4.474 0.332
H -3.030 2.053 3.065 0.348
H -3.061 -3.360 -2.794 0.261
H 0.552 0.847 3.665 0.233
H -1.043 1.072 1.439 0.848
H 3.587 2.686 2.141 0.267
H 3.104 1.813 4.361 0.373
H 2.890 4.127 2.907 0.432
```

The calculation puts the LUMO energy at 0.7297 eV. The calculation puts the frontier orbital gap at 9.1 eV. The HOMO energy comes out at -0.30802 Ha. The structure (SMILES) is COc1ccc(C)cc1N(C(=O)CNC(=O)c1ccco1)[C@@H](C(=O)NC[C@H]1CCCO1)c1ccccc1.

---

Entry 2:
The following is a DFT calculation (ωB97M-V/def2-TZVPD) of the molecule C28H31N5O in a non-equilibrium geometry.

The geometry in XYZ format:
```
65
Properties=species:S:1:pos:R:3:mulliken_charge:R:1
O 3.506 2.426 -0.232 -0.706
N 5.716 -0.949 -1.305 -0.038
N 1.260 2.963 -0.140 0.274
N 0.311 0.932 -0.349 0.507
N -2.672 -4.415 -1.273 -0.631
N -2.335 -2.181 -0.838 0.616
C 3.797 -0.639 -0.163 0.646
C -6.319 -1.930 0.723 -0.674
C -1.408 -2.994 -0.024 -0.113
C 7.391 0.382 1.757 -0.491
C -1.903 0.014 -0.174 -0.116
C 1.732 0.729 -0.614 0.025
C -0.592 -0.042 -0.620 -0.902
C 6.218 0.567 2.513 -0.814
C -0.421 2.375 1.555 -1.488
C -3.185 -3.264 -1.509 0.672
C 1.463 4.355 0.203 -1.029
C 2.320 2.108 -0.306 0.236
C -0.023 2.308 0.066 0.207
C -2.831 -1.010 -0.363 -0.612
C 4.897 -0.308 0.713 0.773
C 4.962 0.228 1.997 -0.267
C 4.338 -1.049 -1.376 -0.651
C -1.623 -4.285 -0.339 -0.749
C 2.366 -0.429 0.190 -0.094
C -6.126 0.488 0.664 -0.739
C -6.896 -0.662 0.876 -0.508
C 7.339 -0.148 0.459 -0.772
C -4.192 -0.908 0.078 0.680
C -4.965 -2.051 0.423 -0.305
C -4.813 0.375 0.210 -0.581
C -1.114 2.976 -0.790 -1.556
C 6.090 -0.504 -0.041 -0.548
C -4.262 -2.844 -2.425 -1.185
H 1.247 4.537 1.266 0.328
H -6.553 1.476 0.838 0.383
H -1.240 1.688 1.788 0.285
H -1.790 -1.953 -1.673 0.566
H -0.180 -0.856 -1.230 0.398
H -4.262 1.276 -0.086 0.337
H 6.360 -1.171 -2.063 0.202
H 2.294 -0.212 1.271 0.164
H -3.909 -2.907 -3.464 0.379
H 1.881 0.527 -1.694 0.100
H 1.783 -1.348 -0.005 0.192
H -0.751 3.116 -1.816 0.355
H 2.502 4.621 -0.009 0.369
H -6.918 -2.834 0.848 0.366
H 0.444 2.121 2.184 0.376
H 4.032 0.379 2.547 0.354
H 3.818 -1.384 -2.271 0.429
H -4.507 -3.049 0.446 0.437
H -7.946 -0.576 1.164 0.356
H -4.577 -1.817 -2.207 0.252
H -5.124 -3.515 -2.294 0.373
H 0.788 4.983 -0.390 0.288
H -0.749 3.397 1.788 0.451
H 8.352 0.657 2.191 0.366
H -0.760 -2.536 0.707 0.492
H -2.027 2.378 -0.823 0.336
H -1.367 3.949 -0.350 0.492
H 6.285 0.991 3.515 0.371
H -2.246 0.893 0.366 0.359
H 8.222 -0.289 -0.164 0.362
H -1.123 -5.158 0.072 0.419
```

The calculation puts the LUMO energy at 0.0008 eV. The calculation puts the frontier orbital gap at 5.4 eV. The HOMO energy comes out at -0.19987 Ha.

---

Entry 3:
The following is a DFT calculation (ωB97M-V/def2-TZVPD) of a structure of composition C28H31N5O2SbSe4W in a non-equilibrium geometry.

The geometry in XYZ format:
```
72
Properties=species:S:1:pos:R:3:lowdin_spin:R:1
W 0.408 -0.343 -0.656 0.358
Sb 3.204 -3.523 -2.669 0.003
Se 5.468 -3.179 -1.826 0.000
Se 3.110 -3.199 -5.062 0.000
Se 2.360 -5.652 -1.880 0.012
Se 1.659 -1.812 -1.623 -0.006
O -0.752 -0.600 -2.135 0.044
O 0.536 1.150 0.430 0.031
N -3.364 1.200 0.385 0.014
N 0.518 -1.488 1.070 0.144
N 1.310 1.070 -2.005 0.225
N 2.990 -0.015 0.688 0.000
N -1.771 -0.300 0.054 0.015
C 2.648 1.642 -1.847 0.015
C 1.284 -2.728 1.263 0.009
C -5.017 -0.317 1.579 0.000
C 3.796 0.641 -1.679 0.003
C -1.473 0.305 -2.813 0.070
C -2.977 -2.243 1.097 0.005
C -0.874 1.565 -3.067 0.037
C -1.567 1.961 3.887 -0.002
C 0.440 1.887 -2.628 0.203
C 3.135 1.232 1.445 0.000
C 3.215 -1.092 1.682 0.003
C -0.435 0.345 2.450 0.035
C -5.157 -1.631 1.984 0.003
C -0.052 -1.003 2.194 0.250
C -3.502 0.958 -3.923 0.101
C -0.476 2.722 1.881 -0.006
C -1.206 3.004 3.028 0.115
C -1.185 0.667 3.608 0.088
C -2.758 0.009 -3.231 -0.007
C -1.662 2.508 -3.770 0.075
C 2.811 -2.502 1.283 0.005
C -2.131 0.962 -0.099 0.016
C -2.822 -0.917 0.707 0.004
C -4.151 -2.580 1.742 0.000
C 4.057 -0.061 -0.326 0.003
C -0.138 1.419 1.568 0.076
C -2.941 2.211 -4.191 -0.001
C -3.832 0.016 0.935 0.002
H -1.466 -0.145 4.270 0.004
H 2.639 2.377 -1.036 0.006
H 4.111 1.256 1.952 0.000
H -1.590 1.710 -0.657 0.005
H 3.694 -0.104 -2.471 0.000
H -3.161 -0.972 -3.010 -0.002
H -6.063 -1.933 2.493 0.000
H 3.072 2.096 0.793 0.001
H -3.513 2.953 -4.734 -0.003
H -1.485 4.025 3.254 0.009
H 4.283 -1.096 1.946 0.000
H -3.813 2.098 0.404 0.001
H 2.654 -0.814 2.578 0.002
H 3.276 -2.778 0.340 0.000
H 4.708 1.189 -1.925 0.000
H -4.300 -3.603 2.064 0.000
H 4.965 0.364 0.126 0.000
H 1.028 -3.441 0.479 -0.001
H -2.209 -2.978 0.892 0.000
H 2.861 2.196 -2.764 0.001
H -1.227 3.479 -3.982 0.003
H -2.151 2.169 4.775 -0.003
H 3.246 -3.182 2.020 0.001
H -0.231 -1.718 2.994 0.012
H 0.973 -3.174 2.210 0.000
H -0.176 3.509 1.198 -0.002
H -5.794 0.418 1.748 0.000
H -4.504 0.719 -4.256 0.008
H 0.809 2.875 -2.900 0.017
H 4.309 -1.099 -0.533 0.000
H 2.353 1.314 2.199 0.000
```

The calculation puts the LUMO energy (alpha / beta) at 1.0300 / 1.1003 eV. The net charge is -1. Its spin multiplicity is 3. The calculation puts the frontier orbital gap (alpha / beta) at 4.3 / 4.9 eV. The HOMO energy (alpha / beta) comes out at -0.12040 / -0.14103 Ha. Its expectation value of S² is 2.0522.

---

Per-record DFT total energy, a.u.: -1701.32449 -1434.46124 -11422.93375
Per-record energy above the lowest of the compared OMol25 structures with the same formula, charge and spin, kJ/mol: 3.60 409.32 342.99